(1)
Formula: C22H45CdF6N8O13S6
Source: the Open Molecules 2025 dataset
Level of theory: ωB97M-V/def2-TZVPD

```
101
Properties=species:S:1:pos:R:3:forces:R:3
Cd 13.435 7.753 -12.283 0.1 1.3 -4.1
C 11.642 9.595 -15.112 0.7 0.7 0.6
C 12.263 10.291 -13.803 0.3 -2.3 -1.3
O 13.368 9.545 -13.310 0.1 1.6 -1.0
H 12.379 9.404 -15.892 0.8 0.0 0.3
H 10.968 10.233 -15.683 -0.6 -0.1 0.6
H 11.238 8.611 -14.871 -0.4 0.2 0.2
H 11.496 10.380 -13.034 -0.4 0.0 0.0
H 12.582 11.288 -14.106 0.2 0.4 0.0
C 11.383 6.875 -19.458 -0.9 -0.5 -0.5
C 10.271 5.793 -19.139 1.2 0.7 -0.7
N 9.104 6.418 -18.532 -0.5 1.3 2.8
C 7.781 6.429 -18.939 0.2 -0.6 0.2
C 7.013 7.029 -17.964 1.0 0.3 -1.9
N 7.887 7.533 -17.052 2.3 -1.3 0.1
C 9.170 7.082 -17.334 -2.9 0.4 -1.0
C 7.483 8.205 -15.833 0.4 0.1 1.5
H 12.167 6.444 -20.080 -0.1 -0.2 0.1
H 11.869 7.394 -18.632 -0.3 -0.5 0.4
H 10.917 7.675 -20.033 -0.1 -0.1 -0.1
H 10.645 4.964 -18.538 -0.1 0.3 0.4
H 9.933 5.310 -20.056 0.0 0.3 -0.1
H 7.556 5.941 -19.876 -0.3 0.2 0.2
H 5.962 7.273 -17.995 0.2 0.0 0.2
H 10.001 7.204 -16.655 0.1 0.1 -0.3
H 7.005 9.174 -15.981 -0.2 -0.4 -0.5
H 8.340 8.406 -15.190 0.3 0.0 -0.3
H 6.905 7.503 -15.232 -0.4 0.2 -0.2
C 20.744 7.729 -16.625 0.5 -0.8 0.2
C 20.056 8.952 -17.224 -0.7 -0.8 0.6
N 18.846 9.289 -16.363 -0.9 1.5 0.7
C 17.781 8.456 -16.079 -1.6 0.9 2.4
C 16.855 9.167 -15.212 2.7 -1.5 -2.6
N 17.381 10.406 -15.080 2.2 0.3 -2.3
C 18.585 10.492 -15.768 -1.0 -1.6 -0.1
C 16.669 11.525 -14.520 0.0 0.9 1.5
H 21.021 7.784 -15.572 -0.4 0.5 0.1
H 21.690 7.450 -17.088 0.0 0.5 -0.5
H 20.147 6.823 -16.727 -0.3 0.2 0.0
H 19.673 8.717 -18.217 -0.1 0.0 0.1
H 20.729 9.797 -17.371 -0.3 0.2 0.6
H 17.787 7.394 -16.275 0.0 0.2 -0.3
H 15.901 8.922 -14.768 0.0 -0.2 0.0
H 19.254 11.330 -15.893 -0.4 0.1 0.3
H 15.614 11.566 -14.793 0.1 -0.5 -0.1
H 17.122 12.485 -14.766 0.2 -0.3 -0.3
H 16.762 11.418 -13.439 -0.4 0.1 0.1
C 14.803 11.879 -10.973 -0.5 0.8 -0.4
C 13.908 12.884 -10.171 0.5 -1.9 -0.3
C 12.721 13.265 -11.043 1.1 0.7 -0.2
N 12.117 14.618 -10.662 -0.4 0.9 -0.3
C 10.973 14.941 -11.658 1.2 -1.1 0.2
C 13.169 15.827 -10.687 -0.7 0.3 0.9
C 13.253 16.307 -9.225 -0.1 -0.9 -0.6
C 11.872 16.009 -8.665 0.7 0.2 0.7
C 11.464 14.666 -9.259 -0.5 0.4 -0.4
H 15.253 12.523 -11.728 0.7 -0.2 -0.1
H 14.270 11.141 -11.572 -0.5 -0.2 0.3
H 15.536 11.349 -10.365 0.0 0.3 0.0
H 14.602 13.665 -9.859 -0.5 0.4 0.0
H 13.567 12.333 -9.295 -0.2 0.3 0.2
H 12.055 12.405 -11.118 -0.8 0.4 0.7
H 12.989 13.382 -12.093 0.5 0.3 0.0
H 10.464 15.868 -11.394 0.1 -0.2 0.1
H 10.358 14.042 -11.615 -0.4 0.4 0.0
H 11.389 14.992 -12.664 0.1 0.2 0.1
H 12.708 16.616 -11.281 -0.1 -0.3 -0.2
H 14.173 15.640 -11.068 -0.4 -0.8 -0.3
H 13.537 17.351 -9.092 0.0 -0.1 -0.3
H 13.984 15.678 -8.718 0.1 0.1 0.1
H 11.183 16.820 -8.906 -0.2 -0.2 -0.1
H 12.007 16.010 -7.584 -0.6 -0.3 0.1
H 10.390 14.659 -9.446 0.1 -0.2 0.1
H 11.666 13.781 -8.655 0.6 0.1 -0.2
N 8.747 11.968 -19.077 3.4 -1.1 2.9
S 7.596 11.124 -19.506 -7.8 -0.1 -5.4
O 6.637 10.628 -18.523 1.6 -0.2 -0.9
O 7.863 10.359 -20.714 -0.4 -0.1 1.6
F 6.746 12.387 -20.109 0.3 -0.6 0.2
S 9.462 10.780 -18.190 6.3 2.5 -1.2
O 10.175 9.724 -18.896 -1.7 0.7 0.6
O 8.913 10.562 -16.932 -1.5 -1.1 2.1
F 10.711 11.744 -17.815 -0.1 -0.2 -0.1
N 11.694 7.482 -11.619 0.1 3.0 5.4
S 10.352 6.937 -11.953 -6.0 -5.8 -1.2
O 9.394 7.739 -12.676 0.2 0.2 0.0
O 9.894 5.722 -11.237 0.5 2.0 -0.9
F 11.085 6.169 -13.217 -0.2 -0.5 -1.3
S 11.104 8.201 -10.150 -1.6 0.0 1.3
O 11.207 7.400 -8.945 0.5 0.7 -1.3
O 10.061 9.212 -10.256 0.9 0.1 0.0
F 12.400 9.207 -9.992 0.4 -0.3 -0.3
N 14.990 7.427 -11.240 4.5 -2.9 5.7
S 16.432 8.023 -11.288 5.2 2.2 -4.1
O 17.365 7.253 -12.165 -2.2 1.7 2.2
O 16.995 8.747 -10.158 -1.1 -1.3 -1.3
F 15.949 9.221 -12.289 0.6 0.0 0.2
S 15.280 6.506 -9.813 -3.7 -4.5 3.4
O 15.104 7.197 -8.565 0.9 0.5 -1.7
O 16.196 5.377 -9.866 -0.3 2.5 -1.0
F 13.873 5.677 -9.828 0.9 1.1 -1.0
```
Forces are in eV/Å.

HOMO level (alpha / beta) = -0.1386 / -0.2934 hartree
⟨S²⟩ = 0.75
Multiplicity = 2
Charge = 0

Atomic partial charges in e from the Mulliken method, atoms 1 to 99: Cd 0.8151; C -0.5869; C -0.6625; O 0.1226; H 0.2847; H 0.3094; H -0.2251; H 0.1524; H 0.2216; C -0.9349; C -0.4868; N 0.3024; C -0.3319; C -0.4052; N 0.4249; C -0.5662; C -0.9450; H 0.4092; H 0.2605; H 0.2957; H 0.3019; H 0.3242; H 0.4112; H 0.4391; H 0.4524; H 0.3110; H 0.2466; H 0.4362; C -1.1571; C -0.3672; N 0.1860; C -0.7627; C -0.2723; N 0.2506; C -0.0889; C -0.8761; H 0.3386; H 0.3744; H 0.3462; H 0.2815; H 0.3488; H 0.3424; H 0.6105; H 0.3634; H 0.2880; H 0.3297; H 0.3349; C -1.2232; C 0.1197; C -1.4222; N 0.6927; C -1.2169; C -0.6440; C -0.5044; C -0.6332; C -0.4628; H 0.3469; H -0.1312; H 0.4249; H 0.1129; H 0.4000; H 0.6377; H 0.4576; H 0.4251; H 0.4639; H 0.3731; H 0.4072; H 0.2815; H 0.4081; H 0.2892; H 0.3132; H 0.3669; H 0.2852; H 0.3516; N -0.4413; S 1.1192; O -0.5665; O -0.6291; F -0.3506; S 1.2516; O -0.4936; O -0.4721; F -0.3476; N 0.2435; S 0.7580; O -0.5258; O -0.7233; F -0.4324; S 0.8803; O -0.6199; O -0.6732; F -0.3226; N 0.1966; S 0.7969; O -0.6095; O -0.5873; F -0.1521; S 0.9569; O -0.5421


(2)
Formula: C22H45F3N3O2
Source: the Open Molecules 2025 dataset
Level of theory: ωB97M-V/def2-TZVPD

```
75
Properties=species:S:1:pos:R:3:forces:R:3
C -1.080 0.523 1.490 0.1 0.1 -0.1
C -1.496 -0.635 1.984 0.1 0.3 0.0
C -1.521 -1.872 1.117 0.2 0.1 0.1
N -1.304 -3.154 1.764 0.0 0.1 0.1
C -2.488 -3.627 2.473 -0.4 0.1 -0.6
C -3.579 -4.126 1.494 0.4 -0.1 0.1
C -0.060 -3.221 2.558 0.3 -0.1 -0.2
C 0.650 -4.546 2.247 -0.3 0.1 -0.2
C 1.361 -4.418 0.902 0.0 0.0 0.3
C 1.849 -5.707 0.326 0.0 -0.1 -0.2
F 2.567 -5.510 -0.816 -0.1 0.0 0.1
F 0.842 -6.541 -0.010 0.0 0.0 0.0
F 2.653 -6.396 1.159 0.1 0.0 0.0
C -0.265 -3.024 4.089 -0.4 -0.1 -0.1
O -0.287 -1.850 4.499 0.1 0.4 0.0
O -0.453 -4.075 4.729 0.1 -0.4 0.3
H -0.727 0.593 0.465 0.0 0.0 0.0
H -1.029 1.425 2.087 -0.1 0.0 0.1
H -1.756 -0.692 3.032 -0.1 -0.2 0.0
H -2.474 -1.901 0.584 -0.1 -0.2 0.0
H -0.745 -1.739 0.357 -0.1 0.0 0.0
H -2.196 -4.434 3.133 0.1 0.1 0.2
H -2.917 -2.815 3.073 0.1 -0.1 0.3
H -3.154 -4.227 0.495 0.0 0.1 -0.1
H -3.918 -5.119 1.789 -0.2 0.0 0.0
H -4.438 -3.459 1.452 -0.1 0.0 -0.1
H 0.574 -2.401 2.207 0.0 0.1 0.0
H 1.332 -4.807 3.051 0.1 0.0 0.0
H -0.111 -5.323 2.178 0.0 -0.1 0.1
H 2.225 -3.760 1.008 0.1 0.0 -0.1
H 0.677 -3.975 0.178 0.0 -0.1 0.0
C 3.476 -0.087 -0.987 0.0 0.0 0.0
C 2.635 -1.209 -1.578 0.1 0.0 0.0
N 1.270 -0.808 -1.858 -0.1 0.0 -0.1
C 0.383 -1.926 -2.128 -0.1 -0.1 0.0
C 0.637 -2.767 -3.384 -0.1 0.0 0.0
C 1.111 0.354 -2.709 0.0 0.2 0.0
C 1.703 0.306 -4.126 0.0 0.0 0.0
H 2.998 0.324 -0.096 0.0 0.0 0.0
H 4.456 -0.474 -0.702 0.0 0.0 0.0
H 3.640 0.725 -1.698 0.0 0.0 0.0
H 2.590 -2.023 -0.851 0.0 0.0 0.0
H 3.153 -1.613 -2.464 0.0 0.0 0.0
H -0.643 -1.546 -2.152 0.0 0.0 0.0
H 0.428 -2.588 -1.259 0.0 0.1 -0.1
H 0.331 -2.250 -4.294 0.0 0.0 0.0
H 0.057 -3.690 -3.326 0.0 0.0 0.0
H 1.686 -3.048 -3.483 0.0 0.0 0.0
H 1.540 1.213 -2.190 0.1 0.0 0.0
H 0.042 0.573 -2.777 0.0 -0.1 0.0
H 2.710 -0.113 -4.133 0.0 0.0 0.0
H 1.768 1.319 -4.531 0.0 0.0 0.0
H 1.088 -0.276 -4.811 0.0 -0.1 0.0
C 0.496 3.345 -0.319 0.1 0.0 0.0
C 0.418 4.857 -0.455 0.0 -0.1 0.1
N -0.925 5.330 -0.745 0.0 0.1 0.0
C -0.975 6.726 -1.132 0.0 0.1 -0.1
C -0.573 7.783 -0.095 -0.1 0.1 0.0
C -1.958 4.881 0.173 -0.1 -0.1 0.1
C -1.795 5.217 1.662 -0.1 0.0 0.0
H 0.100 2.849 -1.205 -0.1 0.0 0.0
H 1.536 3.039 -0.192 0.0 0.0 0.0
H -0.052 2.982 0.549 0.0 0.0 0.0
H 1.061 5.170 -1.283 0.0 0.1 0.0
H 0.842 5.313 0.455 0.0 0.0 0.0
H -1.988 6.943 -1.485 0.0 0.0 0.0
H -0.326 6.842 -2.007 0.0 0.0 0.0
H -1.338 7.919 0.668 0.0 0.0 0.0
H -0.435 8.748 -0.589 0.0 0.0 0.0
H 0.365 7.532 0.401 0.0 0.0 0.0
H -2.044 3.796 0.079 0.1 0.0 0.0
H -2.914 5.273 -0.184 0.0 0.1 0.0
H -0.778 5.032 2.012 0.0 0.0 0.0
H -2.460 4.586 2.254 0.0 0.0 0.0
H -2.048 6.254 1.883 0.1 0.0 0.0
```
Forces are in eV/Å.

HOMO level = -0.1590 hartree
Charge = -1

Listed below, in e, are the Mulliken charges computed for each atom: C -1.0311; C 0.3503; C -0.2679; N 0.5237; C -0.5259; C -1.3798; C -0.2033; C -0.9885; C -0.0086; C 0.8664; F -0.2845; F -0.2958; F -0.2994; C 0.0695; O -0.7180; O -0.7097; H 0.0528; H 0.2512; H 0.2527; H 0.5414; H -0.4854; H 0.5541; H 0.3175; H 0.3050; H 0.3937; H 0.3167; H 0.5111; H 0.3955; H 0.2438; H 0.2866; H -0.3465; C -1.4962; C 0.1229; N 0.7741; C 0.8834; C -1.5011; C -0.5024; C -1.4078; H 0.2496; H 0.4747; H 0.3074; H -0.0254; H 0.3019; H 0.5280; H -1.0245; H 0.3184; H 0.5028; H 0.2518; H 0.1945; H 0.4226; H 0.2282; H 0.4550; H 0.2952; C -1.0097; C -0.5799; N 0.1329; C -0.7112; C -0.9865; C -0.7149; C -1.0459; H 0.2551; H 0.4625; H 0.0262; H 0.4836; H 0.2581; H 0.3646; H 0.4159; H 0.2254; H 0.4011; H 0.2732; H 0.3922; H 0.3672; H 0.2490; H 0.3804; H 0.3201